Here is C25H27Cl3N2O3W as an isolated structure at a distorted geometry from the OMol25 dataset. Energies are from ωB97M-V with the def2-TZVPD basis set.

Computed properties:
Lowest unoccupied orbital energy (alpha / beta)   -2.9552 / -2.9591 eV
Kohn-Sham gap (alpha / beta)   4.6035 / 4.5952 eV
M   693.70 g mol⁻¹
Total energy   -74880.109 eV

```
61
C25H27Cl3N2O3W (ωB97M-V with the def2-TZVPD basis set)
C -0.782 1.035 -4.129
C -1.657 -0.038 -3.849
C -0.894 -1.177 -3.537
C -3.124 -0.013 -4.074
C 0.514 -0.842 -3.626
C 0.586 0.570 -3.966
C 1.806 1.305 -4.352
C -1.187 2.291 -4.816
C -1.465 -2.540 -3.437
C 1.653 -1.778 -3.692
W 0.193 0.501 -1.826
Cl -3.622 -0.339 -0.403
Cl -0.879 2.562 -1.798
Cl -0.136 -1.671 -0.828
H -3.538 0.972 -3.831
H -3.645 -0.692 -3.387
H -3.330 -0.241 -5.138
H -2.343 -2.550 -2.790
H -0.749 -3.261 -3.045
H -1.780 -2.892 -4.428
H 1.452 -2.703 -3.150
H 2.539 -1.360 -3.212
H 1.922 -2.039 -4.730
H 2.695 0.856 -3.905
H 1.745 2.341 -4.018
H 1.934 1.316 -5.448
H -2.147 2.662 -4.444
H -1.297 2.095 -5.891
H -0.437 3.079 -4.696
O 1.957 0.926 -1.406
H 2.471 0.469 -0.646
O -1.707 2.491 0.917
C -0.804 1.748 1.262
N -0.324 1.658 2.610
C 0.398 0.419 2.794
C 0.860 0.200 1.301
O 1.882 -0.359 0.921
N -0.047 0.867 0.494
C 1.553 0.707 3.755
C 2.853 0.263 3.527
C 3.871 0.629 4.406
C 3.573 1.386 5.545
C 2.243 1.762 5.805
C 1.232 1.434 4.898
C -0.510 -0.715 3.258
C -0.327 -1.330 4.500
C -1.251 -2.274 4.979
C -2.385 -2.587 4.233
C -2.589 -1.949 3.003
C -1.653 -1.030 2.513
H -0.967 1.994 3.307
H 3.084 -0.347 2.661
H 4.890 0.314 4.186
H 4.374 1.683 6.234
H 1.985 2.315 6.713
H 0.203 1.742 5.110
H 0.536 -1.053 5.114
H -1.037 -2.772 5.932
H -3.078 -3.346 4.584
H -3.463 -2.156 2.386
H -1.853 -0.538 1.551
```


Here is C5H13O3Pm as an isolated structure at a distorted geometry from the OMol25 dataset. Energies are from ωB97M-V with the def2-TZVPD basis set.

Computed properties:
Net charge   +2
Lowest unoccupied orbital energy (alpha / beta)   -9.9851 / -9.8337 eV
Spin multiplicity   5
Kohn-Sham gap (alpha / beta)   4.3920 / 4.5359 eV
M   266.16 g mol⁻¹
Total energy   -28070.089 eV
<S²>   6.021

```
22
C5H13O3Pm (ωB97M-V with the def2-TZVPD basis set)
C -0.356 2.682 2.183
O -0.408 3.432 0.972
C 0.132 4.713 1.079
C -0.025 5.456 -0.225
O -1.380 5.753 -0.453
C -1.607 6.409 -1.674
H -0.882 1.735 1.966
H -0.978 3.190 2.950
H 1.212 4.660 1.331
H -0.364 5.283 1.889
H 0.377 4.841 -1.052
H 0.569 6.388 -0.180
H -1.290 5.784 -2.528
H -2.683 6.603 -1.756
H -1.063 7.369 -1.720
Pm 1.836 1.604 3.432
O 1.497 -0.141 5.082
H 2.194 -0.782 5.262
C 0.206 -0.688 5.399
H 0.243 -1.161 6.385
H -0.508 0.143 5.417
H -0.096 -1.419 4.639
```


Here is C3H8FNO4S2 as an isolated structure at a distorted geometry from the OMol25 dataset. Energies are from ωB97M-V with the def2-TZVPD basis set.

Computed properties:
Energy above the lowest of the compared OMol25 structures with the same formula, charge and spin   0.0 kcal per mole
Lowest unoccupied orbital energy   0.5751 eV
Kohn-Sham gap   11.9685 eV
M   205.23 g mol⁻¹
Total energy   -37306.621 eV

```
19
C3H8FNO4S2 (ωB97M-V with the def2-TZVPD basis set)
C 2.939 -0.447 -0.685
C -2.690 1.474 0.020
C 1.457 -0.885 -0.383
N -0.846 -0.273 1.033
O -2.873 -1.236 0.195
O -1.298 -0.441 -1.458
O 1.341 0.450 1.832
O 0.385 1.475 -0.116
F 1.552 -2.007 0.416
S -1.984 -0.218 -0.216
S 0.635 0.323 0.652
H 3.281 -0.086 0.356
H 3.472 -1.346 -1.155
H 2.954 0.514 -1.247
H -3.654 1.355 0.611
H -1.953 1.744 0.760
H -2.812 2.045 -0.854
H 0.872 -1.177 -1.189
H -0.777 -1.264 1.427
```


Here is a 10-piece molecular cluster, C27H64F30N7O3P5 overall at a distorted geometry from the OMol25 dataset. Energies are from ωB97M-V with the def2-TZVPD basis set.

Computed properties:
Net charge   +1
Lowest unoccupied orbital energy (alpha / beta)   -5.6652 / -9.6961 eV
Spin multiplicity   2
Kohn-Sham gap (alpha / beta)   6.4839 / 2.4530 eV
M   1259.67 g mol⁻¹
Total energy   -173594.235 eV
<S²>   0.766

```
136
C27H64F30N7O3P5 (ωB97M-V with the def2-TZVPD basis set)
C 0.752 -5.522 0.454
N -0.117 -5.596 -0.815
C 0.024 -4.268 -1.516
C 0.328 -6.718 -1.738
C -1.582 -5.871 -0.424
C -2.572 -6.112 -1.614
O -2.573 -5.043 -2.489
H 1.796 -5.506 0.142
H 0.580 -6.419 1.050
H 0.367 -4.637 0.961
H -0.641 -3.536 -1.056
H -0.249 -4.312 -2.571
H 1.063 -3.939 -1.487
H -0.222 -6.557 -2.666
H 0.014 -7.661 -1.291
H 1.400 -6.647 -1.921
H -1.917 -4.990 0.123
H -1.504 -6.708 0.270
H -3.576 -6.447 -1.355
H -2.243 -6.919 -2.269
H -3.236 -5.131 -3.178
C -3.316 -2.207 -6.009
N -3.308 -1.073 -4.912
C -4.568 -0.258 -5.096
C -3.341 -1.944 -3.656
C -2.043 -0.167 -5.059
C -0.705 -0.897 -5.335
O -0.517 -1.746 -4.262
H -2.353 -2.716 -6.031
H -3.486 -1.697 -6.957
H -4.150 -2.861 -5.755
H -5.498 -0.825 -5.133
H -4.453 0.366 -5.982
H -4.665 0.329 -4.183
H -2.694 -2.812 -3.525
H -4.383 -2.261 -3.606
H -3.236 -1.232 -2.837
H -2.093 0.508 -4.205
H -2.156 0.512 -5.904
H -0.022 -0.047 -5.346
H -0.587 -1.362 -6.313
H 0.208 -2.344 -4.461
C -0.850 -0.604 0.967
N -0.688 0.360 -0.165
C -0.252 -0.464 -1.417
C -2.016 1.127 -0.304
C 0.349 1.497 0.181
C 1.830 0.951 0.267
O 2.025 0.213 1.408
H -1.043 -0.091 1.909
H 0.071 -1.171 1.100
H -1.684 -1.268 0.741
H -1.041 -1.190 -1.616
H 0.715 -0.957 -1.319
H -0.312 0.120 -2.336
H -2.030 1.858 0.504
H -2.891 0.480 -0.371
H -1.910 1.624 -1.269
H 0.162 1.929 1.164
H 0.154 2.281 -0.550
H 2.545 1.774 0.281
H 2.008 0.463 -0.692
H 2.255 -0.688 1.167
C 0.826 6.679 -0.842
C 1.453 6.717 0.570
N 2.358 5.648 0.864
C 3.265 5.144 -0.023
C 4.021 4.289 0.618
N 3.576 4.092 1.898
C 2.486 4.939 2.054
C 4.064 3.094 2.795
H 1.585 6.523 -1.609
H 0.293 7.594 -1.098
H 0.045 5.919 -0.883
H 0.589 6.682 1.233
H 2.011 7.653 0.562
H 3.380 5.490 -1.040
H 4.875 3.716 0.288
H 1.937 5.107 2.969
H 4.897 2.524 2.382
H 3.300 2.438 3.211
H 4.493 3.561 3.682
C -0.917 -0.601 6.578
C -0.591 0.390 5.436
N 0.864 0.473 5.318
C 1.689 -0.489 4.748
C 3.037 -0.107 4.992
N 3.021 1.038 5.765
C 1.683 1.382 5.954
C 4.204 1.785 6.294
H -1.960 -0.916 6.584
H -0.648 -0.219 7.563
H -0.396 -1.545 6.419
H -1.093 1.334 5.649
H -0.950 0.098 4.449
H 1.374 -1.408 4.277
H 3.936 -0.588 4.636
H 1.315 2.157 6.610
H 4.014 2.856 6.355
H 4.952 1.800 5.501
H 4.701 1.365 7.168
P 2.257 2.927 -3.412
F 2.810 3.116 -1.899
F 1.005 3.818 -3.017
F 2.920 4.261 -3.955
F 1.694 2.692 -4.957
F 3.566 1.921 -3.778
F 1.292 1.710 -2.899
P 4.039 -2.318 -0.167
F 4.191 -0.908 -0.945
F 3.491 -3.034 -1.504
F 5.606 -2.672 -0.672
F 4.093 -3.760 0.599
F 4.443 -1.481 1.131
F 2.412 -2.115 0.220
P -1.067 3.840 3.168
F 0.435 3.508 3.604
F -0.507 4.064 1.621
F -1.270 2.218 2.953
F -2.652 3.962 2.672
F -1.522 3.590 4.707
F -0.979 5.420 3.450
P -3.973 3.395 -3.077
F -4.360 4.386 -1.831
F -5.526 3.338 -3.355
F -3.844 4.765 -4.034
F -3.721 2.482 -4.422
F -2.360 3.502 -2.787
F -4.208 2.083 -2.089
P -1.693 -3.798 3.529
F -0.354 -3.049 2.986
F -1.189 -5.246 2.962
F -0.968 -3.965 4.968
F -2.953 -4.547 4.273
F -2.172 -2.316 4.182
F -2.553 -3.378 2.148
```


Here is a 2-piece molecular cluster, C8H13N2O2 overall at a distorted geometry from the OMol25 dataset. Energies are from ωB97M-V with the def2-TZVPD basis set.

Computed properties:
Net charge   +1
Energy above the lowest of the compared OMol25 structures with the same formula, charge and spin   153.9 kcal per mole
Lowest unoccupied orbital energy   -4.0108 eV
Kohn-Sham gap   9.1015 eV
M   169.20 g mol⁻¹
Total energy   -15569.564 eV

```
25
C8H13N2O2 (ωB97M-V with the def2-TZVPD basis set)
C -0.320 1.077 -0.034
C 0.968 0.433 0.780
C 0.867 -0.882 0.430
C -0.400 0.959 1.389
C -2.260 -0.111 2.374
C -0.891 1.349 -5.279
C -0.283 2.126 2.170
C 1.786 -2.896 -0.456
N -0.699 1.350 -1.109
N -1.204 -0.177 1.701
O 1.943 -1.590 0.060
O -0.286 1.244 -4.245
H 1.875 1.054 0.859
H 0.064 -1.454 0.313
H -2.460 0.827 2.892
H -2.914 -1.003 2.452
H -1.839 1.848 -5.209
H -0.594 0.861 -6.289
H 0.693 2.690 2.339
H -1.002 2.959 2.063
H -0.351 1.788 3.206
H 0.733 -3.038 -0.555
H 2.381 -3.036 -1.320
H 2.200 -3.681 0.325
H -0.296 1.248 -2.007
```


Here is a 3-piece molecular cluster, C9H18BFN2O7S overall at a distorted geometry from the OMol25 dataset. Energies are from ωB97M-V with the def2-TZVPD basis set.

Computed properties:
Structure (SMILES)   N#CON(B(O)O)S(=O)(=O)F.C1CCOC1.C1CCOC1
Lowest unoccupied orbital energy   -1.9787 eV
Kohn-Sham gap   7.2992 eV
M   328.13 g mol⁻¹
Total energy   -41160.203 eV

```
39
C9H18BFN2O7S (ωB97M-V with the def2-TZVPD basis set)
N 0.784 4.327 2.229
C -0.179 3.636 2.802
O -1.196 2.635 3.267
N -0.844 1.458 2.716
B -0.261 0.485 3.724
O 0.987 -0.240 3.296
O -0.776 0.204 5.079
S -2.113 0.756 1.744
O -1.473 -0.176 0.644
O -2.746 1.948 0.924
F -3.351 -0.028 2.635
H 1.350 0.325 2.540
H -1.116 1.031 5.537
C 0.691 2.954 -2.518
C -0.146 1.764 -2.911
C 0.054 0.833 -1.736
O 0.265 1.659 -0.582
C 0.480 3.008 -1.020
H 0.404 3.880 -3.022
H 1.746 2.755 -2.740
H -1.200 2.059 -2.980
H 0.147 1.317 -3.865
H 0.944 0.210 -1.868
H -0.807 0.180 -1.567
H -0.414 3.588 -0.767
H 1.336 3.436 -0.491
C 0.111 -4.097 -1.488
C -0.277 -2.754 -0.927
C 0.689 -2.601 0.227
O 1.885 -3.305 -0.136
C 1.612 -4.097 -1.300
H -0.188 -4.242 -2.529
H -0.341 -4.895 -0.887
H -0.094 -1.973 -1.674
H -1.324 -2.692 -0.618
H 0.295 -3.060 1.139
H 0.928 -1.554 0.438
H 2.118 -3.627 -2.150
H 2.019 -5.103 -1.165
```


Question: What is the formula in the second record?
Answer: C5H13O3Pm


Question: The lowest M belongs to which entry?
Answer: C8H13N2O2


Question: Among the records above, which one has the highest total energy?
Answer: C8H13N2O2